[1]
ORCA calculation (ωB97M-V/def2-TZVPD) on 2 unconnected molecules or ions with the total composition C2H6N2O2 in a non-equilibrium geometry.

The geometry in XYZ format:
```
12
Properties=species:S:1:pos:R:3:forces:R:3
H 0.94036 1.60168 -0.81808 -1.3 -1.9 -1.3
H -0.70170 0.64922 0.75950 1.1 0.0 -0.7
H 2.61368 -1.69694 0.74286 0.1 0.1 -0.1
O -0.34108 -1.21555 0.35037 0.0 0.1 0.3
H 1.03029 -0.17104 -1.53159 -0.4 0.7 0.3
C 3.15965 0.03143 0.04623 0.1 -4.5 2.8
N 0.16152 0.16559 0.41587 -0.7 -0.5 -0.1
O 3.08435 1.06712 -0.35310 0.1 5.5 -2.6
H -0.46274 -1.47573 1.28489 0.3 0.2 -0.6
C 0.39306 0.58146 -1.02446 0.2 1.1 2.6
H -0.61001 0.64312 -1.43629 0.3 0.3 -0.9
N 3.34636 -1.01209 0.62167 0.2 -1.1 0.1
```
Positions in Å, forces in eV/Å.

Values from the calculation:
gap between HOMO and LUMO = 10.1250 eV
highest occupied orbital energy = -9.38 eV
SMILES = N=C=O.CNO
relative energy (zero: lowest compared OMol25 entry of this formula, charge and spin) = 3.303 eV
E_LUMO = 0.745 eV

---

[2]
ORCA calculation (ωB97M-V/def2-TZVPD) on 3 unconnected molecules or ions with the total composition H6O3 in a non-equilibrium geometry.

The geometry in XYZ format:
```
9
Properties=species:S:1:pos:R:3:forces:R:3
H -2.23342 -0.21952 0.98793 0.6 -0.6 1.3
O 0.73032 -0.40990 -1.92848 3.1 -0.7 -0.2
O 0.86456 0.84893 0.32122 -1.0 0.9 2.6
H 1.21294 -0.06181 -2.73864 -1.0 -0.4 1.1
H 1.46759 -0.99732 -1.53276 -1.7 0.7 -1.1
H 0.57038 1.77624 0.19607 0.4 -0.4 -0.3
H -0.79094 -0.35654 1.67731 -0.6 -0.3 0.1
H 1.13712 0.43352 -0.49508 -0.1 -0.1 -1.9
O -1.76534 -0.51085 1.84541 0.3 1.0 -1.6
```
Positions in Å, forces in eV/Å.

Values from the calculation:
gap between HOMO and LUMO (alpha / beta) = 12.8721 / 4.2899 eV
highest occupied orbital energy (alpha / beta) = -17.01 / -16.05 eV
multiplicity = 2
relative energy (zero: lowest compared OMol25 entry of this formula, charge and spin) = 0.923 eV
E_LUMO (alpha / beta) = -4.139 / -11.756 eV
total charge = +1

---

> Which value of relative energy (zero: lowest compared OMol25 entry of this formula, charge and spin) does entry 2 give?

0.923 eV

---

> Among the records above, which one has the highest relative energy (zero: lowest compared OMol25 entry of this formula, charge and spin)?

C2H6N2O2